ORCA calculation (the ωB97M-V functional and the def2-TZVPD basis) on the molecule C4H3F3 at a distorted geometry.

The geometry in XYZ format:
```
10
Properties=species:S:1:pos:R:3:forces:R:3
C -0.73997 -0.59847 -0.50346 0.345 -2.144 0.968
C 0.41809 -0.17508 0.35656 -0.154 1.497 2.477
C 0.02253 -0.15811 -1.67061 -1.688 2.885 -0.093
C 0.29073 1.00436 1.01967 2.887 -1.261 -0.156
F 0.72418 -1.06181 -2.20617 1.354 -2.483 -0.744
F 1.21682 1.51489 1.84493 -0.296 -0.898 -0.253
F -0.60091 1.90694 0.88653 -1.536 0.586 -0.595
H -1.03277 -1.65827 -0.21627 0.323 1.034 -0.865
H -1.46005 0.10896 -0.20554 -1.494 0.483 -0.472
H 1.16134 -0.88340 0.69438 0.258 0.301 -0.268
```
Positions in Å, forces in eV/Å.

2S+1: 1
HOMO-LUMO gap: 8.98 eV
HOMO level: -0.3200 Ha
charge: 0
calculated total energy: -453.65314 hartree
max |F|: 3.34 eV/A

These are the natural (NBO) partial charges, in e, on atoms 1 to 4:
1 C -0.58
2 C -0.39
3 C 0.34
4 C 0.81